Entry from OMol25: C16H33BBr5O13PSi2 as an isolated structure (the ωB97M-V functional and the def2-TZVPD basis).

Highest occupied orbital energy, eV: -8.680
Total energy, Eh: -15423.075561
Gap between HOMO and LUMO, eV: 8.60
Largest force on an atom, eV Å⁻¹: 1.07

Atoms and positions in Å:
C1 1.182 -2.383 6.177
O1 -0.208 -2.588 5.886
B1 -0.630 -2.352 4.633
O2 0.180 -1.745 3.710
Si1 -2.528 -2.902 4.210
O3 -2.595 -4.482 3.649
Si2 -1.703 -4.869 2.323
C2 -0.197 -5.962 2.679
Br1 0.328 -5.970 4.547
C3 0.931 -5.602 1.700
C4 1.950 -4.586 2.197
Br2 1.799 -7.235 1.069
P1 -3.084 -5.952 0.859
O4 -2.161 -7.241 0.383
Br3 -4.482 -6.860 2.356
C5 -3.377 -1.735 3.006
Br4 -4.097 -2.398 1.364
C6 -3.516 -0.434 3.274
C7 -4.167 0.602 2.415
Br5 -2.827 0.223 4.915
H1 1.751 -3.234 5.824
H2 1.283 -2.327 7.251
H3 1.556 -1.458 5.762
H4 -0.165 -1.819 2.821
H5 -3.301 -2.862 5.470
H6 -1.263 -3.639 1.619
H7 -0.492 -6.977 2.458
H8 0.466 -5.187 0.815
H9 1.582 -4.000 3.026
H10 2.164 -3.893 1.389
H11 2.887 -5.065 2.430
H12 -2.434 -8.028 0.866
H13 -3.713 0.552 1.433
H14 -3.960 1.588 2.807
H15 -5.236 0.448 2.373
C8 2.903 0.047 -3.071
O5 2.947 -0.431 -1.724
C9 2.540 0.475 -0.842
O6 2.127 1.571 -1.117
O7 2.643 -0.040 0.379
C10 2.217 0.837 1.425
H16 3.227 -0.769 -3.709
H17 1.889 0.330 -3.337
H18 3.576 0.893 -3.199
H19 1.167 1.094 1.306
H20 2.824 1.740 1.445
H21 2.350 0.294 2.356
C11 0.839 2.972 -4.197
O8 0.321 2.151 -5.250
C12 0.165 2.779 -6.412
O9 0.422 3.931 -6.634
O10 -0.323 1.906 -7.293
C13 -0.541 2.450 -8.595
H22 0.919 2.343 -3.317
H23 1.826 3.349 -4.458
H24 0.168 3.801 -3.982
H25 0.394 2.805 -9.024
H26 -1.265 3.260 -8.557
H27 -0.934 1.640 -9.203
C14 -1.360 8.157 -1.813
O11 0.006 7.964 -1.444
C15 0.479 6.751 -1.717
O12 -0.139 5.853 -2.225
O13 1.751 6.703 -1.331
C16 2.380 5.443 -1.574
H28 -1.610 9.177 -1.537
H29 -1.490 8.029 -2.885
H30 -2.005 7.466 -1.274
H31 2.383 5.216 -2.638
H32 1.879 4.648 -1.024
H33 3.404 5.531 -1.222

***

Entry from OMol25: a 2-piece molecular cluster, C16H33BO4 overall (the ωB97M-V functional and the def2-TZVPD basis).

Highest occupied orbital energy, eV: -9.808
Total energy, Eh: -955.115689
Gap between HOMO and LUMO, eV: 10.40
Largest force on an atom, eV Å⁻¹: 4.48

Atoms and positions in Å:
C1 5.994 0.718 1.882
C2 5.705 0.123 0.394
C3 4.587 1.017 -0.327
B1 3.044 0.545 0.025
C4 1.878 1.413 -0.747
C5 1.740 2.855 -0.024
C6 0.420 2.951 0.908
C7 0.788 3.073 2.472
O1 0.006 4.183 3.038
C8 2.755 -0.684 1.045
C9 1.242 -1.192 1.102
O2 0.305 -0.232 1.666
C10 -1.032 -0.708 1.609
O3 -1.355 -1.612 2.427
C11 -2.179 -0.170 0.646
C12 -1.708 0.189 -0.843
H1 7.110 0.932 2.046
H2 5.453 1.716 1.943
H3 5.628 -0.027 2.660
H4 6.672 0.242 -0.219
H5 5.471 -0.995 0.408
H6 4.649 2.132 -0.062
H7 4.667 0.900 -1.473
H8 2.322 1.627 -1.792
H9 0.895 0.852 -0.852
H10 2.701 3.138 0.543
H11 1.602 3.666 -0.833
H12 -0.155 3.903 0.629
H13 -0.241 2.059 0.654
H14 1.906 3.304 2.612
H15 0.501 2.080 2.973
H16 -0.611 3.732 3.655
H17 3.377 -1.577 0.656
H18 3.094 -0.483 2.123
H19 1.236 -2.138 1.764
H20 0.814 -1.514 0.084
H21 -2.651 0.742 1.138
H22 -2.954 -1.001 0.561
H23 -0.777 -0.424 -1.130
H24 -1.481 1.312 -0.968
H25 -2.576 -0.021 -1.566
C13 -5.227 -3.728 -2.918
C14 -6.357 -2.895 -2.354
C15 -5.634 -2.027 -1.343
O4 -4.302 -1.831 -1.841
C16 -4.081 -2.736 -2.932
H26 -5.439 -4.147 -3.903
H27 -4.999 -4.554 -2.237
H28 -6.787 -2.271 -3.143
H29 -7.160 -3.486 -1.910
H30 -5.558 -2.526 -0.371
H31 -6.118 -1.058 -1.200
H32 -4.074 -2.150 -3.858
H33 -3.107 -3.218 -2.818

***

Entry from OMol25: a 7-piece molecular cluster, C16H33Br10NOS overall (the ωB97M-V functional and the def2-TZVPD basis).

Highest occupied orbital energy, eV: -8.746
Total energy, Eh: -26897.644602
Gap between HOMO and LUMO, eV: 8.83
Largest force on an atom, eV Å⁻¹: 6.34

Atoms and positions in Å:
C1 -0.104 -0.022 -1.047
C2 -0.870 -0.154 -2.423
C3 -2.396 -0.141 -2.172
C4 -3.030 -0.515 -3.463
N1 -3.456 -0.797 -4.447
H1 -0.215 1.041 -0.834
H2 0.950 -0.280 -1.149
H3 -0.563 -0.431 -0.147
H4 -0.595 -1.100 -2.889
H5 -0.567 0.612 -3.137
H6 -2.807 0.796 -1.795
H7 -2.746 -0.710 -1.311
C5 -8.790 -5.580 -5.192
S1 -10.275 -5.791 -4.159
O1 -9.800 -5.736 -2.673
C6 -11.081 -4.252 -4.447
H8 -9.183 -5.504 -6.206
H9 -7.958 -6.260 -5.008
H10 -8.415 -4.628 -4.817
H11 -10.452 -3.449 -4.830
H12 -11.560 -4.168 -3.472
H13 -11.933 -4.472 -5.091
Br1 0.143 -6.478 -4.790
C7 1.422 -5.313 -5.818
C8 0.644 -4.639 -6.935
Br2 1.982 -3.552 -8.069
H14 2.238 -5.962 -6.137
H15 1.739 -4.582 -5.074
H16 -0.102 -3.964 -6.516
H17 0.026 -5.289 -7.555
Br3 12.293 2.683 -1.723
C9 10.280 2.291 -1.679
C10 10.094 0.797 -1.716
Br4 8.214 0.319 -1.878
H18 9.876 2.815 -2.545
H19 9.962 2.769 -0.752
H20 10.523 0.213 -0.902
H21 10.556 0.445 -2.638
Br5 4.982 4.912 1.349
C11 5.111 3.873 2.980
C12 5.999 4.594 4.041
Br6 5.831 3.602 5.801
H22 5.622 2.970 2.646
H23 4.088 3.619 3.259
H24 5.691 5.640 4.073
H25 7.039 4.594 3.715
Br7 -4.424 4.186 4.519
C13 -2.708 5.122 4.180
C14 -2.979 6.438 3.400
Br8 -1.314 7.234 2.652
H26 -2.055 4.451 3.623
H27 -2.286 5.450 5.130
H28 -3.463 7.153 4.066
H29 -3.617 6.220 2.543
Br9 -1.430 0.540 9.997
C15 0.492 0.327 10.246
C16 0.917 -0.696 9.314
Br10 0.519 -0.225 7.429
H30 0.536 0.059 11.302
H31 1.013 1.282 10.178
H32 0.386 -1.603 9.603
H33 2.003 -0.754 9.392

***

Entry from OMol25: C16H33N9O2Pd as an isolated structure (the ωB97M-V functional and the def2-TZVPD basis).

Highest occupied orbital energy (spin up / spin down), eV: -13.631 / -13.716
Total energy, Eh: -1400.218096
Gap between HOMO and LUMO (spin up / spin down), eV: 9.03 / 7.39
Spin multiplicity: 3
Net charge: +2
ΔE to the lowest compared entry with this formula, charge and spin, kcal/mol: 4.9
Largest force on an atom, eV Å⁻¹: 0.37

Atoms and positions in Å:
Pd1 0.998 0.133 -0.115
C1 4.646 4.063 -1.762
N1 4.386 2.745 -1.185
C2 5.513 1.931 -0.736
C3 3.141 2.261 -1.031
N2 2.862 1.147 -0.421
N3 2.139 3.035 -1.604
C4 0.764 2.893 -1.545
N4 0.092 3.848 -2.228
N5 0.186 1.962 -0.866
H1 5.694 4.301 -1.619
H2 4.070 4.839 -1.257
H3 4.450 4.083 -2.838
H4 6.434 2.401 -1.063
H5 5.471 0.935 -1.179
H6 5.539 1.849 0.353
H7 3.683 0.712 -0.024
H8 2.464 3.814 -2.151
H9 0.557 4.504 -2.831
H10 -0.904 3.764 -2.342
H11 -0.826 1.944 -0.949
O1 -2.025 0.559 0.219
C5 -1.519 0.582 1.329
O2 -0.349 0.181 1.674
C6 -2.351 1.159 2.478
N6 -1.441 1.494 3.650
C7 -2.009 0.850 4.896
C8 -3.455 0.563 4.525
C9 -3.367 0.172 3.051
H12 -2.828 2.078 2.143
H13 -1.337 2.502 3.739
H14 -0.530 1.119 3.369
H15 -1.875 1.514 5.745
H16 -1.439 -0.061 5.067
H17 -4.066 1.460 4.643
H18 -3.880 -0.215 5.154
H19 -4.318 0.253 2.532
H20 -3.004 -0.852 2.940
C10 -2.110 -4.586 0.206
C11 -1.912 -3.364 1.078
N7 -0.784 -2.605 0.566
C12 -0.518 -2.462 -0.749
N8 0.420 -1.582 -1.095
C13 0.760 -1.410 -2.510
C14 0.496 -2.669 -3.312
C15 -0.930 -3.104 -3.064
N9 -1.156 -3.252 -1.628
C16 -2.259 -4.129 -1.231
H21 -2.998 -5.137 0.512
H22 -1.249 -5.250 0.303
H23 -1.690 -3.645 2.107
H24 -2.826 -2.758 1.074
H25 -0.416 -1.866 1.145
H26 1.817 -1.146 -2.573
H27 0.187 -0.575 -2.932
H28 1.181 -3.458 -2.996
H29 0.659 -2.489 -4.374
H30 -1.131 -4.067 -3.531
H31 -1.638 -2.381 -3.482
H32 -2.257 -4.983 -1.907
H33 -3.210 -3.603 -1.367